{
  "formula": "C6H8BrN2O3",
  "method": "the ωB97M-V functional and the def2-TZVPD basis",
  "fmax_ha_per_bohr": 0.1740,
  "multiplicity": 3,
  "e_homo_ha": [-0.3571, -0.4874],
  "s_squared": 2.01,
  "charge": 1,
  "e_tot_ha": -3142.10605,
  "symbols": ["Br", "O", "O", "O", "N", "N", "C", "C", "C", "C", "C", "C", "H", "H", "H", "H", "H", "H", "H", "H"],
  "positions_angstrom": [[1.497915, -1.780523, 0.971813], [-1.157875, 0.150474, -1.651996], [0.349778, 0.772051, -0.087637], [4.494478, 1.437111, 1.031784], [3.560285, 1.238319, 0.377608], [-1.734526, 0.502757, 0.552274], [1.506982, 0.477432, -0.900666], [-1.271437, 0.802966, 1.925902], [2.727280, 1.140451, -0.436203], [-0.856521, 0.454435, -0.444479], [2.246450, -1.777255, -1.919416], [1.863438, -1.028980, -0.850505], [-2.681900, 0.278819, 0.548062], [2.548107, -1.157530, -2.873214], [-2.151506, 0.040446, -1.625558], [-0.649585, 1.661762, 2.107351], [-0.428699, 0.046966, 1.991074], [-1.940634, 0.615108, 2.737952], [2.403477, -2.847718, -1.810280], [1.364100, 0.958405, -1.907008]],
  "forces_ev_per_angstrom": [[0.840, 0.564, -2.268], [-1.732, -0.335, -0.346], [-0.494, 0.517, 0.174], [1.412, 0.292, 1.382], [-0.698, -0.080, -1.258], [1.884, 1.428, 0.782], [1.106, -1.149, -1.703], [3.427, -2.414, -0.230], [-0.962, 0.036, 0.828], [0.097, 0.567, 2.469], [2.493, -2.421, -6.517], [-3.431, 4.744, 6.766], [-1.736, -0.480, -1.035], [-0.285, -1.756, 1.982], [1.177, -0.116, -0.939], [-0.645, 1.149, -0.622], [-1.034, 0.430, 0.763], [-0.928, -0.039, -0.190], [-0.145, 0.329, -0.512], [-0.346, -1.265, 0.474]]
}